Record 1
A single C27H45BNO4PS2 molecule, computed with ωB97M-V/def2-TZVPD.

CARTESIAN COORDINATES (ANGSTROEM)
1 C 6.99 -1.45 3.06
2 C 6.11 -1.47 1.75
3 C 6.88 -0.98 0.45
4 C 6.56 0.53 0.08
5 C 6.03 0.67 -1.42
6 C 4.45 0.64 -1.51
7 C 3.89 -0.54 -2.44
8 C 2.77 -1.35 -1.67
9 C 2.65 -2.88 -2.11
10 C 2.34 -3.85 -0.88
11 C 1.08 -4.77 -1.12
12 C -0.31 -4.09 -0.82
13 C -0.31 -3.05 0.37
14 C -1.75 -2.62 0.86
15 C -2.81 -2.34 -0.29
16 C -3.43 -0.90 -0.27
17 C -4.85 -0.67 0.09
18 S -5.97 -2.03 0.59
19 C -5.35 0.69 0.03
20 C -4.52 1.84 -0.37
21 C -3.11 1.66 -0.70
22 B -2.21 2.94 -1.10
23 C -1.58 3.22 -2.55
24 O -1.90 3.88 -0.07
25 C -2.60 0.27 -0.65
26 P -0.82 0.04 -1.12
27 S 0.25 0.58 0.43
28 C -5.42 3.12 -0.36
29 O -5.22 4.12 -0.98
30 N -6.50 2.73 0.51
31 C -6.02 3.05 1.88
32 C -5.59 4.55 2.08
33 C -5.47 4.95 3.62
34 O -4.72 6.18 3.70
35 C -6.77 1.30 0.30
36 O -7.83 0.78 0.30
37 H 7.56 -2.41 3.21
38 H 6.30 -1.37 3.94
39 H 7.76 -0.63 3.05
40 H 5.20 -0.81 1.84
41 H 5.76 -2.53 1.62
42 H 6.53 -1.62 -0.39
43 H 7.99 -1.14 0.58
44 H 5.85 1.00 0.82
45 H 7.53 1.10 0.20
46 H 6.41 1.66 -1.79
47 H 6.52 -0.13 -2.02
48 H 4.13 1.64 -1.90
49 H 4.04 0.58 -0.47
50 H 3.37 -0.01 -3.29
51 H 4.71 -1.17 -2.87
52 H 1.79 -0.88 -1.95
53 H 2.97 -1.29 -0.57
54 H 3.66 -3.13 -2.57
55 H 1.91 -2.98 -2.94
56 H 2.34 -3.29 0.08
57 H 3.23 -4.54 -0.84
58 H 1.09 -5.03 -2.22
59 H 1.23 -5.75 -0.58
60 H -0.60 -3.52 -1.76
61 H -1.09 -4.89 -0.66
62 H 0.20 -3.55 1.24
63 H 0.35 -2.20 0.08
64 H -2.12 -3.40 1.58
65 H -1.66 -1.68 1.48
66 H -3.67 -3.04 -0.12
67 H -2.43 -2.53 -1.33
68 H -5.95 -2.10 1.97
69 H -1.54 2.29 -3.19
70 H -0.50 3.50 -2.39
71 H -2.05 4.09 -3.08
72 H -2.53 4.61 -0.25
73 H -0.56 -1.27 -1.59
74 H -0.43 0.92 -2.18
75 H -5.16 2.39 2.23
76 H -6.87 2.86 2.59
77 H -6.39 5.22 1.66
78 H -4.59 4.80 1.63
79 H -6.48 5.16 4.04
80 H -4.90 4.17 4.18
81 H -3.88 6.09 3.23

Values from the calculation:
HOMO level = -0.31929 Ha
spin multiplicity = 1
gap between HOMO and LUMO = 7.681 eV
structure (SMILES) = CCCCCCCCCCCCCCCc1c(S)c2c(c(B(C)O)c1[PH2]=S)C(=O)N(CCCO)C2=O

Atom-resolved charges from Mulliken, all expressed in e:
1. C -1.178
2. C -0.342
3. C -0.577
4. C -0.834
5. C -0.822
6. C -0.511
7. C -0.829
8. C 0.349
9. C -0.694
10. C -0.739
11. C -1.140
12. C -0.096
13. C 0.187
14. C -1.022
15. C -0.953
16. C 0.429
17. C -0.498
18. S -0.207
19. C 0.553
20. C 0.334
21. C 0.075
22. B 0.605
23. C -0.947
24. O -0.593
25. C 0.070
26. P 0.430
27. S -0.371
28. C -0.454
29. O -0.506
30. N -0.061
31. C -0.577
32. C -0.089
33. C -0.447
34. O -0.520
35. C -0.054
36. O -0.477
37. H 0.302
38. H 0.326
39. H 0.305
40. H 0.257
41. H 0.257
42. H 0.292
43. H 0.377
44. H 0.445
45. H 0.351
46. H 0.359
47. H 0.419
48. H 0.393
49. H 0.282
50. H 0.261
51. H 0.479
52. H -0.775
53. H 0.388
54. H 0.375
55. H 0.451
56. H 0.398
57. H 0.375
58. H 0.348
59. H 0.378
60. H 0.089
61. H 0.375
62. H 0.461
63. H -0.521
64. H 0.420
65. H 0.398
66. H 0.430
67. H 0.444
68. H 0.181
69. H 0.367
70. H 0.293
71. H 0.357
72. H 0.290
73. H 0.010
74. H 0.004
75. H 0.314
76. H 0.386
77. H 0.200
78. H 0.025
79. H 0.306
80. H 0.322
81. H 0.307

Record 2
A single C8H12N4 molecule, computed with ωB97M-V/def2-TZVPD.

CARTESIAN COORDINATES (ANGSTROEM)
1 C -0.68 -1.30 2.20
2 C 0.31 -0.54 1.36
3 C -0.85 -0.91 -0.85
4 C -1.46 -2.14 -0.18
5 C 0.57 0.86 -0.52
6 C 1.33 1.80 0.23
7 C 1.80 3.06 -1.63
8 C 1.02 2.22 -2.37
9 H -0.24 -2.33 2.55
10 H -1.42 -0.81 2.93
11 H 1.30 -0.96 1.46
12 H 0.51 0.42 1.97
13 H -1.79 -0.28 -1.20
14 H -0.26 -1.04 -1.81
15 H -0.92 -3.04 0.03
16 H -2.36 -2.47 -0.70
17 H -2.33 -2.41 1.71
18 H 1.54 1.54 1.32
19 H 2.45 3.78 -2.12
20 H 1.05 2.28 -3.50
21 N -0.02 -0.14 0.02
22 N -1.83 -1.62 1.22
23 N 1.89 2.82 -0.30
24 N 0.39 1.21 -1.80

Values from the calculation:
HOMO level = -0.29328 Ha
spin multiplicity = 1
gap between HOMO and LUMO = 8.704 eV
energy relative to the best compared isomer or geometry (same formula, charge and spin) = 3.315 eV
structure (SMILES) = c1cnc(N2CCNCC2)cn1

Atom-resolved charges from natural (NBO), all expressed in e:
1. C -0.240
2. C -0.245
3. C -0.227
4. C -0.248
5. C 0.367
6. C -0.022
7. C -0.096
8. C 0.025
9. H 0.179
10. H 0.236
11. H 0.201
12. H 0.217
13. H 0.212
14. H 0.232
15. H 0.177
16. H 0.213
17. H 0.350
18. H 0.172
19. H 0.198
20. H 0.193
21. N -0.391
22. N -0.635
23. N -0.372
24. N -0.497

Record 3
A molecular structure, C31H27N2PdS2Sb, computed with ωB97M-V/def2-TZVPD.

CARTESIAN COORDINATES (ANGSTROEM)
1 Pd -1.04 0.46 1.22
2 C -3.51 -0.95 3.53
3 C -2.35 -0.01 3.38
4 C -1.01 -0.48 3.50
5 C 0.08 0.40 3.44
6 C 1.47 -0.05 3.77
7 C -0.18 1.76 3.19
8 C -1.51 2.27 3.15
9 C -1.75 3.74 3.15
10 C -2.57 1.36 3.23
11 H -3.85 -1.32 2.56
12 H -4.35 -0.44 4.00
13 H -3.24 -1.82 4.13
14 H -0.85 -1.52 3.75
15 H 2.12 -0.03 2.89
16 H 1.47 -1.06 4.17
17 H 1.91 0.62 4.51
18 H 0.65 2.46 3.18
19 H -1.85 4.13 2.13
20 H -0.93 4.27 3.62
21 H -2.68 3.98 3.67
22 H -3.58 1.74 3.24
23 S -2.24 2.08 -0.27
24 C -3.11 0.72 -0.84
25 S -2.69 -0.75 -0.08
26 C -4.06 0.75 -1.86
27 C -4.43 1.96 -2.50
28 N -4.72 2.93 -3.05
29 C -4.62 -0.46 -2.34
30 N -5.00 -1.46 -2.76
31 C 4.47 1.68 -3.82
32 C 4.02 0.37 -3.69
33 C 2.97 0.08 -2.82
34 C 2.41 1.12 -2.09
35 C 2.84 2.42 -2.21
36 C 3.89 2.70 -3.08
37 Sb 0.85 0.46 -0.74
38 C 1.87 -1.15 0.28
39 C 3.26 -1.15 0.33
40 C 3.92 -2.12 1.06
41 C 3.21 -3.10 1.73
42 C 1.82 -3.12 1.67
43 C 1.15 -2.13 0.97
44 C -0.19 -0.70 -2.24
45 C -0.64 -2.00 -2.02
46 C -1.35 -2.68 -3.01
47 C -1.62 -2.05 -4.21
48 C -1.17 -0.76 -4.44
49 C -0.44 -0.08 -3.46
50 H 5.27 1.90 -4.51
51 H 4.47 -0.43 -4.26
52 H 2.61 -0.94 -2.72
53 H 2.39 3.23 -1.64
54 H 4.24 3.72 -3.18
55 H 3.82 -0.39 -0.20
56 H 5.00 -2.10 1.11
57 H 3.73 -3.85 2.32
58 H 1.27 -3.91 2.17
59 H 0.06 -2.14 0.96
60 H -0.36 -2.53 -1.11
61 H -1.68 -3.69 -2.83
62 H -2.18 -2.57 -4.98
63 H -1.39 -0.26 -5.37
64 H -0.07 0.92 -3.66

Values from the calculation:
net charge = +2
HOMO level (alpha / beta) = -0.51673 / -0.51600 Ha
spin multiplicity = 1
gap between HOMO and LUMO (alpha / beta) = 4.368 / 4.332 eV
energy relative to the best compared isomer or geometry (same formula, charge and spin) = 2.549 eV

Atom-resolved charges from Mulliken, all expressed in e:
1. Pd 0.208
2. C -1.396
3. C 0.857
4. C -1.032
5. C 1.259
6. C -1.728
7. C -1.053
8. C 1.015
9. C -1.252
10. C -0.827
11. H 0.235
12. H 0.432
13. H 0.413
14. H 0.521
15. H 0.209
16. H 0.444
17. H 0.484
18. H 0.602
19. H 0.234
20. H 0.419
21. H 0.427
22. H 0.532
23. S -0.093
24. C 1.034
25. S -0.323
26. C 0.791
27. C -0.428
28. N -0.334
29. C -0.269
30. N -0.380
31. C -0.556
32. C -0.771
33. C -0.092
34. C 0.239
35. C -0.574
36. C -0.521
37. Sb 1.642
38. C 0.611
39. C -0.460
40. C -0.687
41. C -0.617
42. C -1.096
43. C -0.351
44. C 0.966
45. C -0.706
46. C -0.546
47. C -0.629
48. C -0.632
49. C -0.848
50. H 0.428
51. H 0.442
52. H 0.445
53. H 0.379
54. H 0.438
55. H 0.470
56. H 0.455
57. H 0.439
58. H 0.465
59. H 0.448
60. H 0.358
61. H 0.469
62. H 0.433
63. H 0.470
64. H 0.491

Record 4
A molecular structure, C21H15GaN6O4, computed with ωB97M-V/def2-TZVPD.

CARTESIAN COORDINATES (ANGSTROEM)
1 Ga 0.84 0.03 0.94
2 N -3.32 -0.31 1.57
3 C -2.06 -0.63 1.40
4 N -1.08 0.26 1.46
5 C -1.37 1.61 1.70
6 N -0.41 2.49 1.79
7 N 0.80 1.89 1.63
8 C 1.92 2.40 1.97
9 C 3.06 1.47 1.87
10 C 4.36 1.84 2.15
11 C 5.36 0.88 2.06
12 C 5.04 -0.42 1.71
13 C 3.71 -0.73 1.44
14 N 2.75 0.19 1.53
15 C -2.75 2.00 1.86
16 C -3.13 3.32 2.09
17 C -4.46 3.63 2.24
18 C -5.43 2.63 2.19
19 C -5.08 1.31 1.97
20 C -3.74 1.01 1.80
21 H -4.02 -1.04 1.52
22 H -1.81 -1.66 1.20
23 H 2.02 3.41 2.35
24 H 4.58 2.87 2.42
25 H 6.39 1.15 2.28
26 H 5.79 -1.19 1.64
27 H 3.40 -1.72 1.16
28 H -2.37 4.09 2.13
29 H -4.76 4.66 2.42
30 H -6.48 2.88 2.32
31 H -5.83 0.53 1.92
32 O 0.72 -1.69 0.05
33 C 0.72 -1.07 -1.09
34 O 0.81 0.20 -1.01
35 C 0.61 -1.78 -2.36
36 C 0.58 -1.04 -3.54
37 C 0.48 -1.70 -4.75
38 C 0.41 -3.08 -4.74
39 C 0.43 -3.83 -3.58
40 C 0.53 -3.17 -2.37
41 N 0.29 -3.79 -6.04
42 O 0.25 -5.00 -5.99
43 O 0.23 -3.11 -7.03
44 H 0.65 0.04 -3.51
45 H 0.45 -1.17 -5.69
46 H 0.37 -4.91 -3.64
47 H 0.56 -3.72 -1.44

Values from the calculation:
net charge = +2
HOMO level = -0.55093 Ha
spin multiplicity = 1
gap between HOMO and LUMO = 7.337 eV
energy relative to the best compared isomer or geometry (same formula, charge and spin) = 0.000 eV

Atom-resolved charges from natural (NBO), all expressed in e:
1. Ga 1.875
2. N -0.486
3. C 0.389
4. N -0.710
5. C 0.445
6. N -0.301
7. N -0.389
8. C 0.156
9. C 0.148
10. C -0.175
11. C -0.082
12. C -0.209
13. C 0.110
14. N -0.592
15. C -0.167
16. C -0.116
17. C -0.178
18. C -0.117
19. C -0.245
20. C 0.233
21. H 0.451
22. H 0.243
23. H 0.250
24. H 0.261
25. H 0.263
26. H 0.268
27. H 0.241
28. H 0.255
29. H 0.252
30. H 0.252
31. H 0.243
32. O -0.774
33. C 0.802
34. O -0.724
35. C -0.220
36. C -0.117
37. C -0.223
38. C 0.171
39. C -0.225
40. C -0.125
41. N 0.507
42. O -0.337
43. O -0.335
44. H 0.245
45. H 0.275
46. H 0.274
47. H 0.239

Record 5
A molecular structure, C28H72CrN6O10, computed with ωB97M-V/def2-TZVPD.

CARTESIAN COORDINATES (ANGSTROEM)
1 Cr 2.70 -2.14 0.28
2 C -0.65 0.07 -0.32
3 C 0.57 -0.71 0.00
4 O 1.08 -1.53 -0.87
5 O 1.24 -0.60 1.04
6 H -0.91 0.05 -1.38
7 H -0.35 1.12 -0.25
8 H -1.55 -0.10 0.25
9 C 5.83 -0.07 -1.36
10 C 4.71 -0.84 -0.75
11 O 3.75 -0.30 -0.11
12 O 4.47 -2.04 -1.09
13 H 5.62 0.99 -1.39
14 H 5.90 -0.44 -2.39
15 H 6.75 -0.24 -0.82
16 C -4.57 3.72 5.71
17 C -4.40 2.35 5.11
18 C -4.66 2.34 3.62
19 O -4.41 1.07 3.10
20 C -4.45 1.01 1.70
21 N -3.02 1.89 5.44
22 H -5.52 4.19 5.41
23 H -3.82 4.44 5.39
24 H -4.58 3.67 6.80
25 H -5.06 1.62 5.59
26 H -4.04 3.09 3.10
27 H -5.69 2.71 3.43
28 H -4.33 -0.03 1.41
29 H -3.61 1.57 1.26
30 H -5.39 1.44 1.34
31 H -2.39 2.43 4.84
32 H -2.96 1.01 4.92
33 C -0.91 -0.87 -4.83
34 C 0.59 -0.69 -4.60
35 C 1.36 -0.97 -5.88
36 O 2.73 -0.99 -5.54
37 C 3.55 -1.17 -6.68
38 N 0.89 0.69 -4.19
39 H -1.39 -0.84 -3.85
40 H -1.16 -1.84 -5.28
41 H -1.29 -0.03 -5.41
42 H 0.98 -1.39 -3.85
43 H 1.18 -0.16 -6.60
44 H 1.06 -1.95 -6.27
45 H 4.61 -1.10 -6.43
46 H 3.32 -0.36 -7.38
47 H 3.38 -2.15 -7.14
48 H 0.77 0.88 -3.21
49 H 1.84 0.88 -4.48
50 C 2.48 3.45 0.46
51 C 1.92 3.31 -0.97
52 C 2.32 4.45 -1.91
53 O 2.19 5.73 -1.36
54 C 0.95 6.05 -0.77
55 N 2.42 2.05 -1.56
56 H 3.55 3.67 0.42
57 H 2.24 2.56 1.05
58 H 1.94 4.22 1.04
59 H 0.85 3.15 -0.82
60 H 1.65 4.41 -2.77
61 H 3.35 4.24 -2.20
62 H 0.40 5.23 -0.33
63 H 0.31 6.57 -1.50
64 H 1.17 6.83 -0.03
65 H 2.03 1.20 -1.19
66 H 3.41 2.00 -1.40
67 C 0.97 -5.83 -1.31
68 C 1.12 -4.46 -0.64
69 C 1.03 -4.59 0.86
70 O 1.38 -3.31 1.41
71 C 0.90 -3.13 2.77
72 N 2.44 -3.84 -0.95
73 H -0.06 -6.13 -1.10
74 H 1.60 -6.62 -0.91
75 H 1.07 -5.69 -2.39
76 H 0.33 -3.80 -0.98
77 H 1.67 -5.40 1.25
78 H 0.00 -4.87 1.08
79 H 0.30 -3.96 3.11
80 H 0.48 -2.13 2.86
81 H 1.79 -3.13 3.42
82 H 3.09 -4.60 -0.75
83 H 2.47 -3.80 -1.97
84 C -2.68 -2.97 -1.08
85 C -3.15 -3.69 -2.34
86 C -1.94 -4.35 -2.98
87 O -2.27 -4.77 -4.27
88 C -1.36 -5.69 -4.84
89 N -4.19 -4.67 -2.02
90 H -3.15 -3.28 -0.14
91 H -2.88 -1.90 -1.20
92 H -1.61 -2.99 -0.86
93 H -3.47 -2.96 -3.09
94 H -1.64 -5.13 -2.26
95 H -1.17 -3.57 -3.11
96 H -1.87 -6.16 -5.68
97 H -0.97 -6.33 -4.05
98 H -0.51 -5.20 -5.36
99 H -4.60 -4.96 -2.90
100 H -4.96 -4.14 -1.60
101 C 1.08 4.90 6.58
102 C -0.11 4.36 5.79
103 C 0.29 3.18 4.94
104 O -0.70 2.89 3.97
105 C -0.31 1.91 3.05
106 N -1.23 4.17 6.75
107 H 1.48 4.06 7.16
108 H 0.79 5.71 7.24
109 H 1.88 5.19 5.89
110 H -0.48 5.12 5.10
111 H 0.56 2.27 5.51
112 H 1.21 3.42 4.39
113 H -1.05 1.94 2.24
114 H -0.40 0.90 3.48
115 H 0.67 2.08 2.60
116 H -1.92 3.61 6.26
117 H -0.93 3.54 7.49

Values from the calculation:
net charge = +1
HOMO level (alpha / beta) = -0.39328 / -0.39328 Ha
spin multiplicity = 4
gap between HOMO and LUMO (alpha / beta) = 5.222 / 6.527 eV
energy relative to the best compared isomer or geometry (same formula, charge and spin) = 1.185 eV
<S²> = 3.806

Results of the Mulliken charge analysis, in e, for atoms 1 through 99:
1. Cr 0.172
2. C -0.392
3. C 1.230
4. O -0.158
5. O -0.693
6. H -0.106
7. H -0.179
8. H 0.537
9. C -1.107
10. C 1.078
11. O -0.645
12. O -0.725
13. H 0.302
14. H 0.356
15. H 0.321
16. C -1.563
17. C 0.618
18. C -0.800
19. O -0.323
20. C -0.606
21. N -0.655
22. H 0.422
23. H 0.334
24. H 0.350
25. H 0.429
26. H 0.308
27. H 0.460
28. H 0.159
29. H 0.222
30. H 0.349
31. H 0.023
32. H 0.379
33. C -1.412
34. C 1.787
35. C -1.100
36. O -0.205
37. C -0.806
38. N -0.694
39. H 0.088
40. H 0.328
41. H 0.478
42. H -0.617
43. H 0.430
44. H 0.462
45. H 0.218
46. H 0.325
47. H 0.308
48. H 0.107
49. H 0.337
50. C -1.161
51. C 0.197
52. C -0.622
53. O -0.373
54. C -0.603
55. N -0.164
56. H 0.383
57. H 0.173
58. H 0.386
59. H 0.324
60. H 0.338
61. H 0.319
62. H 0.230
63. H 0.293
64. H 0.227
65. H -0.139
66. H 0.073
67. C -1.605
68. C 1.202
69. C -0.817
70. O 0.227
71. C -0.769
72. N -0.004
73. H 0.422
74. H 0.485
75. H 0.409
76. H -0.874
77. H 0.425
78. H 0.522
79. H 0.381
80. H 0.133
81. H 0.301
82. H 0.289
83. H 0.382
84. C -0.768
85. C 0.453
86. C -0.176
87. O -0.420
88. C -0.636
89. N -0.824
90. H 0.505
91. H 0.270
92. H -0.445
93. H 0.514
94. H 0.197
95. H -0.019
96. H 0.297
97. H 0.290
98. H 0.180
99. H 0.291

Record 6
2 unconnected molecules or ions with the total composition C4H14NO2, computed with ωB97M-V/def2-TZVPD.

CARTESIAN COORDINATES (ANGSTROEM)
1 O -0.08 -2.12 -1.13
2 C -0.92 -1.04 -1.50
3 C -1.10 -0.27 -0.18
4 N 0.27 0.06 0.29
5 C 0.39 0.28 1.75
6 C -1.85 1.06 -0.35
7 H 0.25 -2.67 -1.84
8 H -1.89 -1.43 -1.85
9 H -0.48 -0.42 -2.29
10 H -1.60 -0.95 0.50
11 H 0.94 -0.69 0.08
12 H 0.65 0.84 -0.24
13 H 1.43 0.21 2.06
14 H -0.15 -0.42 2.39
15 H 0.14 1.29 2.06
16 H -2.92 0.96 -0.52
17 H -1.94 1.54 0.64
18 H -1.27 1.72 -0.99
19 H 3.34 1.03 1.09
20 H 3.70 0.58 -0.33
21 O 3.08 0.45 0.37

Values from the calculation:
net charge = +1
HOMO level = -0.54507 Ha
spin multiplicity = 1
gap between HOMO and LUMO = 11.973 eV
energy relative to the best compared isomer or geometry (same formula, charge and spin) = 1.041 eV

Atom-resolved charges from natural (NBO), all expressed in e:
1. O -0.754
2. C -0.077
3. C -0.063
4. N -0.511
5. C -0.438
6. C -0.643
7. H 0.505
8. H 0.208
9. H 0.177
10. H 0.238
11. H 0.476
12. H 0.441
13. H 0.241
14. H 0.246
15. H 0.233
16. H 0.265
17. H 0.231
18. H 0.218
19. H 0.489
20. H 0.495
21. O -0.978

Ordered max |F| results: 3.169 6.181 3.227 0.536 3.680 2.173; unit eV/Å.
Ordered E results: -70041.8579 -14448.2371 -67234.1783 -91512.6659 -88032.5465 -9953.7204; unit eV.